A molecular structure, C54H61AsClIrN5O2. Source: OMol25; level of theory: ωB97M-V with the def2-TZVPD basis set.

Computed properties:
HOMO level (alpha / beta)   -17.57 / -17.56 eV
HOMO-LUMO gap (alpha / beta)   5.623 / 5.027 eV
Charge   +4
Spin multiplicity   2
Electronic energy   -144695.37344 eV
F_max   0.9 eV/Å
⟨S²⟩   1.2180

Structure (XYZ):
```
125
Properties=species:S:1:pos:R:3:forces:R:3:mulliken_spin:R:1
Ir 0.263899 0.148738 0.431114 -0.812 -0.300 -0.304 0.0093
C 0.146092 3.597490 -1.094861 -0.019 0.014 -0.010 -0.0023
C 1.557221 3.117368 -1.311793 0.050 0.077 0.067 0.0033
C 2.333784 3.595891 -2.359472 -0.042 -0.045 0.052 -0.0043
C 3.653803 3.191360 -2.500626 0.032 0.055 -0.019 0.0007
C 4.222545 2.290120 -1.613522 -0.010 -0.048 -0.017 -0.0030
C 3.488856 1.774886 -0.549791 -0.021 0.007 -0.056 0.0106
C 4.116693 0.840742 0.445481 0.073 0.062 0.054 -0.0092
C 2.171649 2.220647 -0.430036 -0.100 0.151 0.113 -0.0020
N 1.383887 1.754784 0.681035 0.400 -0.134 0.642 -0.0836
C 1.360668 2.320842 1.845177 -0.113 -0.073 -0.405 0.0205
C 2.139956 3.521762 2.217560 -0.017 -0.047 0.014 -0.0047
C 0.354412 1.712642 2.794136 0.065 -0.246 -0.187 0.0131
C 0.271158 2.178399 4.192689 -0.069 -0.080 -0.036 -0.0041
N -0.379598 0.786205 2.245396 0.219 0.527 0.320 -0.0348
C -1.591606 0.339252 2.881091 -0.051 0.287 -0.124 0.0316
C -2.597200 1.307163 3.058516 -0.163 -0.040 0.001 -0.0022
C -2.553715 2.709928 2.505574 0.073 0.007 0.009 0.0057
C -3.737293 0.922471 3.755758 0.041 -0.111 -0.038 -0.0065
C -3.877148 -0.368812 4.238088 0.069 0.030 -0.038 0.0129
C -2.887399 -1.311975 3.998104 -0.015 -0.006 -0.075 -0.0038
C -1.731236 -0.984964 3.302098 -0.052 -0.198 0.217 0.0157
C -0.675284 -2.038702 3.107854 0.057 0.076 -0.027 -0.0099
H -0.262303 4.033097 -2.006267 0.040 -0.016 0.021 -0.0002
H 0.115423 4.377229 -0.328271 0.003 0.000 -0.006 0.0021
H -0.532437 2.799889 -0.777044 0.021 -0.017 -0.041 0.0028
H 1.906416 4.301722 -3.059997 -0.010 0.013 0.005 0.0006
H 4.252554 3.594499 -3.307025 -0.005 0.003 -0.010 0.0004
H 5.258646 1.998540 -1.732034 0.008 -0.015 0.008 -0.0004
H 4.933892 0.289482 -0.014123 0.001 0.022 0.018 0.0013
H 3.408034 0.116872 0.848002 -0.002 0.008 -0.006 -0.0082
H 4.544258 1.390122 1.288414 -0.029 0.025 0.003 -0.0009
H 2.790841 3.852287 1.413303 -0.003 -0.011 -0.008 0.0000
H 2.734848 3.312841 3.110563 0.015 0.006 0.002 0.0004
H 1.453878 4.330693 2.485974 0.005 0.011 0.002 -0.0018
H 1.268193 2.114428 4.638254 0.001 0.053 0.018 0.0015
H -0.432535 1.589242 4.774047 -0.003 -0.001 -0.009 -0.0001
H -0.027910 3.229707 4.236438 0.005 0.019 -0.019 -0.0020
H -1.734506 2.896421 1.809159 0.001 -0.023 0.002 0.0027
H -2.494681 3.449773 3.306453 0.022 -0.011 0.005 0.0009
H -3.479931 2.908947 1.967200 -0.003 0.029 0.017 0.0009
H -4.525759 1.647115 3.914874 -0.002 0.005 -0.003 0.0005
H -4.764292 -0.647065 4.790581 -0.002 0.001 0.003 0.0004
H -3.008607 -2.323365 4.363335 -0.011 -0.005 0.002 -0.0002
H -1.109821 -3.027617 3.234012 0.005 -0.008 0.042 -0.0007
H 0.135112 -1.942284 3.835168 0.007 0.028 -0.032 0.0018
H -0.244101 -2.012029 2.104136 0.029 0.022 -0.022 -0.0046
O -0.920620 -0.082262 -1.118739 0.503 -0.412 0.029 0.0578
As -1.439107 0.094489 -2.769884 0.025 0.123 0.171 -0.0215
C -2.515434 1.640996 -2.892478 -0.091 0.000 0.055 0.0084
C -2.381942 2.502590 -3.978683 0.066 0.046 0.046 -0.0021
C -3.269547 3.561955 -4.108004 0.029 0.026 -0.008 0.0018
C -4.268163 3.751915 -3.163388 -0.015 0.009 0.020 -0.0005
C -4.392715 2.888373 -2.079313 0.018 0.013 0.010 0.0005
C -3.520253 1.822706 -1.939780 -0.014 -0.012 -0.015 -0.0080
C -2.454629 -1.467675 -3.112376 -0.039 -0.035 0.020 -0.0065
C -1.983997 -2.711327 -2.693162 0.026 0.029 0.076 0.0001
C -2.725162 -3.844507 -2.974141 -0.033 -0.023 -0.014 0.0015
C -3.918624 -3.737886 -3.683012 0.007 -0.005 0.018 -0.0016
C -4.379030 -2.500007 -4.102785 -0.022 0.029 -0.002 -0.0006
C -3.651301 -1.353026 -3.812125 -0.020 0.049 -0.001 -0.0007
C 0.048129 0.194434 -3.954082 0.057 -0.118 -0.024 -0.0066
C 1.338418 0.494087 -3.529391 0.027 0.152 0.104 0.0007
C 2.368526 0.547252 -4.458243 -0.035 0.007 -0.058 0.0035
C 2.101482 0.327094 -5.803152 -0.047 0.002 0.014 0.0002
C 0.807817 0.041723 -6.224608 0.037 0.023 -0.069 0.0017
C -0.223589 -0.037499 -5.302734 0.033 -0.080 0.027 -0.0015
H -1.595848 2.366117 -4.711396 -0.014 -0.033 -0.011 0.0000
H -3.182256 4.238264 -4.947431 0.003 -0.003 -0.005 0.0000
H -4.959270 4.577204 -3.272273 -0.002 -0.003 -0.007 -0.0001
H -5.180525 3.040919 -1.354068 -0.004 0.002 -0.002 0.0000
H -3.629971 1.139450 -1.104726 0.007 -0.027 -0.028 0.0001
H -1.071076 -2.789559 -2.112933 0.001 0.000 -0.014 -0.0019
H -2.392105 -4.812907 -2.625070 0.014 0.004 0.000 0.0003
H -4.501415 -4.624925 -3.892264 0.002 -0.003 -0.003 -0.0002
H -5.313877 -2.421074 -4.640672 0.003 0.005 -0.005 -0.0002
H -4.028285 -0.383970 -4.117173 0.011 0.001 -0.008 -0.0001
H 1.548227 0.716100 -2.486299 -0.028 -0.058 -0.090 0.0022
H 3.372942 0.787363 -4.135118 -0.019 -0.015 0.015 -0.0005
H 2.900792 0.391266 -6.529387 0.005 -0.001 -0.011 0.0001
H 0.599857 -0.110577 -7.275213 0.006 -0.013 0.000 0.0000
H -1.225328 -0.281648 -5.639149 -0.005 0.005 0.013 0.0002
C 6.644093 -3.061568 -2.937559 0.035 0.010 0.046 0.0014
C 5.123514 -2.847340 -2.834277 0.121 0.003 -0.139 -0.0051
C 4.920020 -1.672378 -1.862541 -0.094 -0.033 0.036 0.0011
C 4.584549 -2.438761 -4.209902 0.007 -0.029 -0.032 0.0065
C 4.445398 -4.165867 -2.326581 -0.131 -0.173 0.115 -0.0184
O 4.856074 -4.476996 -1.007286 -0.018 0.120 0.021 0.0010
C 4.860543 -5.374142 -3.236959 0.042 -0.028 -0.094 0.0407
C 3.902514 -6.538079 -3.576826 0.004 -0.101 0.154 0.0691
C 3.055458 -6.455228 -4.795903 0.048 0.081 -0.053 0.1633
C 1.672671 -6.769213 -4.760210 -0.052 -0.043 0.010 0.0340
C 0.937743 -6.822076 -5.906720 0.000 -0.040 0.072 0.0882
C 1.577695 -6.563809 -7.152356 -0.063 -0.008 -0.099 0.2728
Cl 0.698157 -6.675152 -8.563571 0.032 -0.003 0.056 0.1859
C 2.961366 -6.245066 -7.212241 0.097 -0.012 0.044 0.0550
C 3.673373 -6.196322 -6.053763 -0.001 0.029 -0.086 0.0678
C 2.907662 -4.072683 -2.196296 0.017 0.157 -0.091 0.0317
N 2.420515 -3.078470 -1.217793 -0.085 -0.139 0.120 -0.0001
C 1.649849 -2.016446 -1.396927 0.082 -0.004 0.023 -0.0164
N 1.437751 -1.437742 -0.203712 -0.280 0.147 -0.692 0.0713
C 2.099898 -2.251774 0.678137 0.229 0.197 0.213 -0.0273
N 2.697470 -3.243678 0.095835 -0.142 -0.046 0.010 -0.0001
H 7.102673 -2.165968 -3.356671 -0.002 0.005 -0.004 -0.0002
H 6.936134 -3.893867 -3.574929 -0.017 0.004 -0.011 -0.0002
H 7.100448 -3.206503 -1.955781 0.004 -0.010 0.005 0.0002
H 5.699434 -0.929351 -2.035699 0.012 0.006 -0.041 0.0006
H 4.992541 -1.992554 -0.822725 0.013 -0.024 -0.008 -0.0001
H 3.964039 -1.164963 -2.018192 0.020 0.009 0.004 0.0003
H 5.015730 -1.478924 -4.497811 0.030 0.000 0.005 -0.0001
H 3.497720 -2.311894 -4.215005 0.014 0.039 -0.001 -0.0014
H 4.849999 -3.145663 -4.997925 -0.020 -0.026 0.014 -0.0056
H 5.816304 -4.566385 -0.980955 0.009 -0.013 0.033 0.0001
H 5.649806 -5.856798 -2.662745 0.139 0.079 -0.116 -0.0018
H 5.329701 -5.031270 -4.156731 -0.099 0.064 -0.018 -0.0098
H 3.331980 -6.874132 -2.711016 -0.066 0.058 -0.020 0.0025
H 4.579082 -7.372682 -3.817770 -0.027 -0.055 0.104 0.0313
H 1.218857 -7.017693 -3.809262 -0.040 0.034 -0.006 0.0024
H -0.110411 -7.088686 -5.906330 -0.005 -0.003 0.018 -0.0006
H 3.423108 -6.086160 -8.177558 0.014 0.005 0.005 -0.0012
H 4.739972 -6.014868 -6.086144 -0.005 0.048 -0.028 -0.0009
H 2.510313 -5.021219 -1.839905 0.107 -0.055 -0.033 0.0000
H 2.453182 -3.828816 -3.155715 -0.065 0.010 0.037 -0.0106
H 1.293007 -1.670476 -2.354567 0.022 -0.002 0.069 -0.0034
H 2.151763 -2.073422 1.741137 -0.068 -0.048 -0.029 -0.0004
```
Positions in Å, forces in eV/Å.

=====

C23H27N5O5S in the gas phase at a distorted geometry. Source: OMol25; level of theory: ωB97M-V with the def2-TZVPD basis set.

Computed properties:
HOMO level   -8.12 eV
HOMO-LUMO gap   8.056 eV
Relative energy (zero: lowest compared OMol25 entry of this formula, charge and spin)   27.8 kJ/mol
Charge   0
Electronic energy   -52813.77289 eV
F_max   1.1 eV/Å
SMILES   COc1ccccc1N(C(=O)c1snc(C(N)=O)c1N)[C@@H](C(=O)NCCC(C)C)c1ccco1

Structure (XYZ):
```
61
Properties=species:S:1:pos:R:3:forces:R:3:lowdin_charge:R:1
C -3.094104 1.189184 1.779216 -0.286 -0.035 0.186 -0.0562
O -1.870557 1.238438 1.084382 0.365 0.282 -0.362 -0.0785
C -1.548671 2.369634 0.417988 0.148 -0.024 -0.053 -0.2344
C -2.397611 3.446818 0.188551 -0.157 -0.236 0.183 -0.0053
C -1.951668 4.544598 -0.527721 0.088 -0.012 -0.056 -0.0681
C -0.661062 4.595751 -1.021776 0.052 0.109 -0.075 -0.0854
C 0.198378 3.535452 -0.791979 -0.129 -0.036 0.190 -0.0486
C -0.238315 2.425428 -0.087819 -0.257 0.093 0.073 -0.2480
N 0.655325 1.367432 0.219236 0.069 0.210 0.248 0.0626
C 0.932774 0.341588 -0.619237 0.169 -0.210 -0.052 -0.4205
O 1.721068 -0.555718 -0.290692 -0.006 -0.020 -0.058 0.0292
C 0.273198 0.273772 -1.905798 -0.394 0.015 -0.692 -0.2986
S -0.937628 1.332550 -2.562755 0.183 -0.361 -0.172 1.1252
N -1.163454 0.452947 -3.900801 -0.049 -0.271 -0.295 -0.2567
C -0.399529 -0.618200 -3.932387 0.004 0.462 0.544 -0.2596
C -0.451860 -1.572300 -5.056929 -0.286 -0.005 -0.458 -0.4854
N -1.313746 -1.223493 -6.031361 -0.130 0.026 -0.185 0.1752
O 0.227787 -2.586514 -5.090159 0.149 -0.126 0.087 0.0494
C 0.460491 -0.788678 -2.800631 -0.120 0.576 0.369 -0.2755
N 1.300203 -1.813938 -2.653279 0.316 -0.436 0.068 0.1831
C 1.222175 1.414294 1.571536 0.186 -0.315 0.409 -0.0699
C 0.503094 0.465927 2.564901 0.199 0.250 -0.306 -0.4453
O -0.046827 0.900162 3.556209 -0.172 0.180 0.354 0.0726
N 0.580040 -0.822649 2.221781 -0.008 -0.444 -0.232 0.0990
C 0.100684 -1.896664 3.056690 -0.379 -0.066 0.241 -0.1580
C -1.205857 -2.548651 2.585851 0.204 -0.037 -0.064 -0.1479
C -1.223469 -3.124213 1.157613 -0.022 0.074 -0.006 -0.4091
C 0.091803 -3.796166 0.768185 -0.332 -0.037 0.107 -0.0710
C -1.608619 -2.057179 0.133818 0.017 -0.225 0.074 -0.0619
C 2.698057 1.152784 1.543627 0.409 0.910 -0.487 -0.2368
C 3.687893 1.803521 0.864470 -0.615 -0.214 0.368 -0.0149
C 4.895885 1.153119 1.211350 -0.002 -0.426 0.313 -0.0534
C 4.548765 0.165225 2.077987 0.758 0.266 -0.381 -0.1065
O 3.222183 0.159414 2.284998 -0.353 -0.100 0.225 0.0549
H -3.183298 2.020382 2.483352 0.019 -0.015 -0.023 0.1058
H -3.074721 0.254631 2.336029 -0.047 0.061 -0.022 0.0848
H -3.945475 1.189837 1.090845 0.049 0.006 0.023 0.1005
H -3.407380 3.435501 0.566092 -0.095 -0.039 0.044 0.1090
H -2.625739 5.370655 -0.695897 -0.067 0.072 -0.014 0.1086
H -0.320935 5.457465 -1.573582 0.028 0.082 -0.062 0.1052
H 1.213980 3.554646 -1.156996 0.123 -0.035 -0.039 0.1252
H -1.845487 -0.375469 -5.937333 -0.019 -0.003 -0.027 0.0914
H -1.421250 -1.812354 -6.839303 0.048 0.005 0.085 0.1158
H 1.843437 -1.861239 -1.804317 -0.051 -0.016 -0.114 0.0936
H 1.308015 -2.519348 -3.376198 0.020 0.051 0.097 0.0931
H 1.048313 2.434298 1.936121 -0.011 -0.318 -0.034 0.1742
H 1.118441 -1.059402 1.394666 -0.027 0.167 0.150 0.0973
H -0.068555 -1.475175 4.052037 0.116 -0.124 -0.086 0.1228
H 0.887952 -2.651807 3.125760 -0.018 0.048 0.045 0.1207
H -1.417266 -3.352900 3.294822 -0.055 0.003 0.061 0.1134
H -2.010772 -1.816804 2.671358 -0.087 0.017 0.094 0.0980
H -2.005676 -3.893880 1.137389 0.072 0.054 0.006 0.1285
H 0.403781 -4.505634 1.531597 0.128 -0.106 0.065 0.0787
H 0.880627 -3.063078 0.623690 0.179 0.067 -0.039 0.0625
H -0.035026 -4.338363 -0.166752 0.061 -0.035 -0.099 0.0788
H -2.632271 -1.725212 0.295162 -0.123 0.099 0.004 0.0790
H -1.535044 -2.455158 -0.876679 -0.008 -0.001 -0.158 0.0798
H -0.959950 -1.191524 0.213396 0.020 0.104 -0.030 0.0496
H 3.570122 2.634697 0.199475 -0.098 0.188 -0.137 0.1089
H 5.879058 1.392380 0.861740 0.239 -0.021 -0.020 0.0998
H 5.128293 -0.570821 2.598462 -0.017 -0.129 0.122 0.1198
```
Positions in Å, forces in eV/Å.

=====

F_max of number 1 (C54H61AsClIrN5O2)?
0.9 eV/Å